Entry from the Open Molecules 2025 dataset: a structure of composition Ca2H62N3O40 in a non-equilibrium geometry (ωB97M-V with the def2-TZVPD basis set).

Frontier orbital gap ... 4.3 eV
Calculated total energy ... -4565.8258 Ha
F_max ... 0.1239 hartree/bohr
Highest occupied orbital energy ... -10.5 eV
Net charge ... +1

Each line ends with the Mulliken charge.
Atoms and positions in Å:
Ca1 -1.391 11.346 -15.196  1.439
Ca2 5.482 10.428 -14.142  1.628
O1 4.554 15.104 -13.325  -0.604
O2 1.304 12.469 -5.883  -0.551
O3 -0.912 8.701 -9.705  -0.620
O4 1.897 15.576 -9.191  -0.054
O5 2.081 14.961 -5.829  -0.658
O6 2.669 9.712 -7.386  -0.200
O7 -2.389 10.795 -8.172  -0.575
O8 8.094 13.167 -12.215  -0.610
O9 -1.512 12.762 -6.372  -0.693
O10 -3.516 15.919 -9.987  -0.676
O11 2.740 15.959 -13.981  -0.728
O12 0.276 12.257 -13.746  0.373
O13 1.660 8.092 -12.965  -0.646
O14 -2.372 11.395 -12.885  -0.546
O15 6.536 9.455 -5.725  -0.634
O16 4.109 9.896 -12.302  0.210
O17 -2.470 15.783 -12.861  -0.497
O18 -2.101 14.907 -7.915  -0.834
O19 4.484 13.354 -8.566  -0.259
O20 0.316 15.231 -12.435  -0.239
O21 4.877 15.301 -6.458  -0.698
O22 1.748 7.055 -9.941  -0.606
O23 -1.431 13.006 -10.511  0.466
O24 2.826 13.860 -13.624  -0.755
O25 4.867 7.868 -7.531  -0.608
O26 -0.877 17.162 -11.026  -0.579
O27 -4.065 13.390 -11.358  -0.670
O28 3.775 17.407 -10.058  -0.684
O29 1.904 11.433 -11.514  -0.768
O30 4.691 11.297 -6.501  -0.492
O31 0.961 18.598 -9.690  -0.636
O32 4.361 7.500 -10.320  -0.632
O33 6.393 11.846 -12.495  -0.465
O34 3.263 11.337 -14.675  -0.621
O35 6.497 13.181 -10.823  -0.572
O36 1.501 13.151 -10.311  -1.071
O37 2.501 11.429 -9.535  -0.842
O38 6.350 9.896 -9.453  -0.600
O39 -0.112 9.410 -14.632  -0.520
O40 0.353 8.710 -5.839  -0.661
N1 7.002 12.709 -11.867  0.609
N2 2.036 12.023 -10.468  1.383
N3 3.359 14.978 -13.613  0.897
H1 4.477 11.473 -5.585  0.316
H2 1.225 11.741 -5.266  0.201
H3 1.319 19.462 -9.893  0.255
H4 4.693 12.159 -6.917  0.153
H5 3.040 16.834 -9.839  0.433
H6 6.013 10.474 -10.138  0.254
H7 -2.038 11.704 -12.043  0.088
H8 -1.866 8.628 -9.736  0.255
H9 2.090 7.352 -13.393  0.250
H10 1.131 8.795 -6.390  0.302
H11 4.553 16.890 -9.847  0.270
H12 5.477 15.882 -6.926  0.309
H13 -3.131 13.200 -11.447  0.196
H14 0.527 11.798 -12.944  0.084
H15 -4.096 14.242 -10.923  0.385
H16 4.293 9.089 -11.822  0.132
H17 3.022 15.006 -5.999  0.363
H18 1.708 18.004 -9.762  0.255
H19 2.581 11.054 -14.065  0.143
H20 -2.715 10.035 -7.690  0.281
H21 -1.901 11.301 -7.521  0.344
H22 6.979 10.151 -5.240  0.278
H23 -1.537 13.006 -5.447  0.307
H24 -0.749 9.560 -9.317  0.355
H25 -1.611 15.364 -12.904  0.209
H26 3.476 7.143 -10.241  0.372
H27 5.948 9.916 -6.323  0.383
H28 4.517 14.730 -7.137  0.271
H29 1.164 7.798 -9.791  0.277
H30 5.671 9.229 -9.347  0.271
H31 3.247 12.293 -14.626  0.558
H32 3.281 10.209 -11.937  0.036
H33 -1.505 13.466 -9.675  -0.120
H34 1.786 7.935 -12.029  0.261
H35 1.862 14.035 -5.929  0.438
H36 0.476 12.468 -6.363  0.245
H37 0.488 9.342 -5.133  0.268
H38 -1.724 13.570 -6.839  0.391
H39 4.783 7.395 -8.359  0.265
H40 -0.489 12.929 -10.660  -0.033
H41 1.922 14.743 -9.662  0.357
H42 -0.374 16.527 -11.535  0.412
H43 -4.352 15.787 -9.539  0.284
H44 -2.892 15.388 -9.492  0.410
H45 1.345 6.332 -9.460  0.256
H46 3.748 12.781 -8.780  0.120
H47 1.905 15.329 -8.266  0.136
H48 3.284 10.249 -6.885  0.233
H49 -0.263 17.480 -10.364  0.355
H50 0.955 15.427 -13.120  0.057
H51 -3.324 11.428 -12.792  0.319
H52 5.092 13.247 -9.298  0.333
H53 0.653 14.442 -12.011  0.078
H54 0.487 9.195 -13.917  0.288
H55 4.727 7.065 -11.090  0.283
H56 -2.776 15.456 -7.516  0.310
H57 -2.884 15.568 -13.697  0.255
H58 4.151 8.502 -7.543  0.386
H59 -0.017 8.686 -15.251  0.280
H60 0.930 12.949 -13.841  -0.011
H61 2.514 10.211 -8.188  0.359
H62 -1.333 15.475 -7.973  0.296

Entry from the Open Molecules 2025 dataset: a structure of composition Ca4Hg4O28P7 in a non-equilibrium geometry (ωB97M-V with the def2-TZVPD basis set).

Frontier orbital gap ... 1.9 eV
Calculated total energy ... -7820.8183 Ha
F_max ... 0.2551 hartree/bohr
Highest occupied orbital energy ... 5.2 eV
Net charge ... -5
Relative energy (zero: lowest compared OMol25 entry of this formula, charge and spin) ... 12.7 kcal/mol

Each line ends with the Mulliken charge.
Atoms and positions in Å:
Hg1 -22.708 4.461 20.456  1.090
Hg2 -23.000 5.267 23.849  -0.104
Hg3 -22.088 0.812 21.334  0.948
Hg4 -19.952 6.611 21.586  1.574
Ca1 -18.869 0.434 23.533  1.185
Ca2 -21.400 2.078 25.568  0.744
Ca3 -18.824 3.310 20.320  1.083
Ca4 -19.051 4.642 24.609  0.341
P1 -18.211 2.216 26.347  0.096
P2 -21.003 5.468 26.391  0.419
P3 -17.351 6.998 23.944  0.200
P4 -20.431 3.294 22.480  0.241
P5 -20.232 5.489 18.682  0.988
P6 -22.159 -0.523 24.299  0.130
P7 -24.269 2.529 21.696  0.248
O1 -21.337 2.999 21.412  0.525
O2 -19.597 5.469 26.655  -0.352
O3 -23.051 0.356 25.260  -1.002
O4 -21.081 3.461 23.942  1.958
O5 -17.253 8.474 24.158  -0.799
O6 -23.040 -1.246 23.341  -0.683
O7 -21.687 4.049 26.532  -0.707
O8 -18.973 2.101 24.994  -0.182
O9 -21.543 -1.482 25.312  -0.825
O10 -21.265 6.413 19.514  -0.776
O11 -19.463 2.519 27.221  -0.728
O12 -19.017 5.742 19.613  -0.890
O13 -23.805 1.350 22.401  -0.342
O14 -21.042 6.085 25.132  -0.309
O15 -21.717 6.196 27.526  -0.753
O16 -20.455 3.997 18.628  -0.744
O17 -17.340 0.930 26.996  -0.877
O18 -25.745 2.262 21.195  -0.918
O19 -18.838 6.676 23.499  -0.674
O20 -16.482 6.821 22.800  -0.694
O21 -19.579 5.731 17.296  -0.864
O22 -23.901 3.809 22.301  -0.083
O23 -23.357 2.208 20.442  -0.951
O24 -21.072 0.434 23.756  -0.099
O25 -19.721 4.631 22.150  -0.340
O26 -17.135 6.116 25.127  -0.484
O27 -17.520 3.505 26.405  -0.380
O28 -19.308 2.185 22.212  -1.207

Entry from the Open Molecules 2025 dataset: a structure of composition CaH12NO9 in a non-equilibrium geometry (ωB97M-V with the def2-TZVPD basis set).

Frontier orbital gap ... 8.2 eV
Calculated total energy ... -1416.5583 Ha
F_max ... 0.0314 hartree/bohr
Highest occupied orbital energy ... -11.8 eV
Net charge ... +1
Relative energy (zero: lowest compared OMol25 entry of this formula, charge and spin) ... 0.0 kcal/mol

Each line ends with the Mulliken charge.
Atoms and positions in Å:
Ca1 -0.020 -0.059 -0.084  1.879
O1 1.213 -1.842 -1.049  -0.565
O2 -1.638 1.240 0.881  -0.774
O3 -0.406 2.885 0.185  -0.586
O4 0.206 -1.717 1.896  -0.515
O5 1.632 1.070 -1.443  -0.533
O6 -1.134 0.507 -2.063  -0.544
O7 -1.915 3.236 1.674  -0.590
O8 1.531 0.807 1.632  -0.529
O9 -1.727 -1.690 -0.138  -0.464
N1 -1.333 2.504 0.928  1.083
H1 2.157 1.869 -1.561  0.250
H2 -1.797 -2.407 0.500  0.232
H3 2.490 0.799 1.710  0.254
H4 2.015 -2.345 -0.874  0.254
H5 -2.564 -1.688 -0.613  0.253
H6 0.674 -2.421 -1.601  0.293
H7 -2.071 0.717 -2.150  0.261
H8 -0.773 0.624 -2.947  0.228
H9 1.644 0.629 -2.299  0.275
H10 1.196 1.032 2.507  0.282
H11 -0.439 -1.933 2.579  0.287
H12 1.060 -1.819 2.328  0.271

Entry from the Open Molecules 2025 dataset: a structure of composition CaN2O6S4 in a non-equilibrium geometry (ωB97M-V with the def2-TZVPD basis set).

Frontier orbital gap ... 6.9 eV
Calculated total energy ... -2831.3474 Ha
F_max ... 0.0643 hartree/bohr
Highest occupied orbital energy ... -9.6 eV
Relative energy (zero: lowest compared OMol25 entry of this formula, charge and spin) ... 0.0 kcal/mol

Each line ends with the Mulliken charge.
Atoms and positions in Å:
Ca1 -0.234 0.178 0.274  2.032
S1 1.707 -2.535 0.155  0.459
S2 2.257 -0.545 2.313  0.687
S3 -2.578 1.701 0.108  0.742
S4 -1.482 1.209 -2.483  0.566
O1 -1.245 2.069 0.744  -0.707
O2 1.481 0.406 1.391  -0.840
O3 -2.523 0.164 -0.106  -0.740
O4 3.588 0.037 2.589  -0.514
O5 0.374 -1.842 0.008  -0.639
O6 -0.273 0.596 -1.833  -0.647
N1 -2.170 2.218 -1.554  -0.190
N2 2.679 -1.914 1.132  -0.208